Formula: C18H17NPdS2
Source: OMol25
Level of theory: the ωB97M-V functional and the def2-TZVPD basis

Its charge is -2. The calculation puts the orbital gap at 3.74 eV.

Element x y z (Å)
Pd: -0.09959 -1.09288 -0.02171
S: -4.64451 -1.39289 0.12010
C: -4.10748 -2.27128 1.50286
C: -2.75299 -2.12047 1.64825
C: -2.08443 -1.30393 0.68179
C: -3.02465 -0.81520 -0.21262
C: -1.51785 -0.47560 -2.08222
C: -1.42860 -1.87619 -2.37862
C: -0.58077 -2.33972 -3.35068
C: 0.28023 -1.43701 -3.98389
C: 0.24992 -0.14549 -3.55087
N: -0.59433 0.36214 -2.63054
H: -4.79705 -2.79611 2.14906
H: -2.22027 -2.59057 2.47060
H: -2.10986 -2.52870 -1.85459
H: -0.58141 -3.39037 -3.62509
H: 0.98264 -1.75241 -4.74791
H: 0.95967 0.57092 -3.96519
C: 1.77870 -3.72928 0.51109
S: 2.00974 -2.00691 -0.05139
C: 2.84926 -2.54838 -1.56897
H: 2.72847 -4.26732 0.60146
H: 1.11771 -4.27455 -0.16456
H: 1.29021 -3.68142 1.48278
H: 2.19340 -3.13405 -2.21883
H: 3.74691 -3.14040 -1.36167
H: 3.13849 -1.65583 -2.12874
C: -2.69256 0.00433 -1.39830
C: -3.34730 1.22146 -1.73296
C: -3.10774 1.96808 -2.92437
C: -3.84436 3.08904 -3.25562
C: -4.85954 3.58601 -2.43385
C: -5.09073 2.89588 -1.24338
C: -4.36883 1.76916 -0.90376
H: -2.32462 1.65759 -3.59912
H: -3.60414 3.58889 -4.19123
H: -5.42259 4.47275 -2.70283
H: -5.84909 3.24248 -0.54524
H: -4.58387 1.28396 0.03902